# 1
# H37O19

A cluster of 19 separate species, H37O19 in total in a non-equilibrium geometry (ωB97M-V/def2-TZVPD, the OMol25 dataset).

Each atom is followed by the atoms it is bonded to, with distances in Å.
CARTESIAN COORDINATES (ANGSTROEM)
1 O 0.59 3.22 0.72  H3 1.104, H15 0.930
2 O -1.27 -3.45 1.95  H23 1.008, H26 1.092
3 H 0.69 2.40 1.46  O1 1.104
4 H -2.80 -1.73 0.20  O12 0.946
5 O 1.85 0.00 -4.71  H29 1.066, H39 0.976
6 O -4.77 0.07 0.81  H17 0.997, H41 0.961
7 H -0.42 2.03 -3.84  O20 0.837
8 O 0.94 1.01 2.01  H44 0.874
9 H 2.52 2.75 2.18  O19 0.918
10 H 0.56 -1.12 0.26  O42 0.955
11 H -0.70 -2.82 -2.16  O22 0.947
12 O -3.45 -2.41 0.21  H4 0.946, H24 0.990
13 O 3.83 -1.33 -0.91  H51 1.044, H56 0.975
14 H -1.34 -1.16 4.94  O47 0.973
15 H 1.22 2.92 0.12  O1 0.930
16 H -2.23 2.39 -0.70  O21 0.969
17 H -4.93 -0.38 -0.06  O6 0.997
18 H -0.33 0.41 1.71  O30 1.129
19 O 3.34 3.05 2.44  H9 0.918, H43 0.973
20 O -0.57 1.88 -3.03  H7 0.837, H46 0.990
21 O -1.80 3.20 -0.39  H16 0.969, H37 1.031
22 O 0.01 -3.41 -2.34  H11 0.947, H50 1.073
23 H -1.12 -2.62 1.41  O2 1.008
24 H -3.89 -2.31 1.09  O12 0.990
25 H 1.04 -3.71 -0.22  O48 0.953
26 H -2.36 -3.55 2.02  O2 1.092
27 H 2.80 1.68 -3.79  O31 1.007
28 H -0.99 -0.63 -3.11  O40 1.043
29 H 0.88 0.43 -4.62  O5 1.066
30 O -1.43 0.17 1.67  H18 1.129, H54 0.902
31 O 3.40 2.05 -3.07  H27 1.007, H32 0.978
32 H 3.77 1.28 -2.59  O31 0.978
33 H 0.92 0.17 -0.46  O42 0.981
34 H -1.00 2.99 2.96  O49 1.057
35 H -0.74 -1.99 -3.70  O40 0.978
36 H -0.98 -0.48 3.67  O47 1.017
37 H -0.85 3.08 0.01  O21 1.031
38 H 0.30 -0.70 2.14  O53 1.095
39 H 1.78 -0.54 -3.90  O5 0.976
40 O -0.73 -1.06 -4.03  H28 1.043, H35 0.978
41 H -3.82 0.07 0.88  O6 0.961
42 O 0.71 -0.77 -0.62  H10 0.955, H33 0.981
43 H 3.79 2.24 2.13  O19 0.973
44 H 1.50 1.27 2.62  O8 0.874
45 H -2.02 3.48 1.94  O49 0.994
46 H -0.13 2.38 -2.30  O20 0.990
47 O -1.46 -0.28 4.54  H14 0.973, H36 1.017
48 O 1.99 -3.75 -0.11  H25 0.953, H55 1.038
49 O -1.71 3.77 2.84  H34 1.057, H45 0.994
50 H 0.91 -3.14 -1.81  O22 1.073
51 H 4.13 -1.35 0.09  O13 1.044
52 H 1.12 -1.88 2.42  O53 0.962
53 O 0.44 -1.72 1.76  H38 1.095, H52 0.962
54 H -1.85 0.27 2.47  O30 0.902
55 H 2.44 -2.83 -0.31  O48 1.038
56 H 2.93 -1.02 -1.10  O13 0.975

Summary:
**HOMO-LUMO gap**: 9.965 eV
**E_LUMO**: 1.88 eV
**Charge**: -1

***

# 2
# H37O19

A cluster of 19 separate species, H37O19 in total in a non-equilibrium geometry (ωB97M-V/def2-TZVPD, the OMol25 dataset).

Each atom is followed by the atoms it is bonded to, with distances in Å.
CARTESIAN COORDINATES (ANGSTROEM)
1 O -1.59 0.59 2.01  H33 0.916, H49 0.964
2 O 1.39 -0.94 -2.62  H26 1.013, H34 0.892
3 H -2.77 0.14 -0.08  O52 0.996
4 O 0.72 3.12 -2.77  H37 0.928, H54 0.928
5 O -0.37 -3.39 -2.09  H23 0.981, H50 1.059
6 H -4.09 -2.02 -0.09  O15 0.985
7 H 1.39 3.00 0.13  O46 0.972
8 H -0.54 0.05 -3.81  O25 0.948
9 H -1.73 -0.85 -0.81  O52 1.057
10 H 0.74 -1.05 4.51  O38 0.999
11 H 1.43 -0.51 1.78  O35 0.939
12 H 4.02 -1.98 -0.10  O13 0.941
13 O 3.72 -2.67 -0.67  H12 0.941, H44 0.873
14 H -0.62 -0.78 3.54  O38 1.150
15 O -4.01 -2.97 -0.34  H6 0.985, H41 1.036
16 H 0.53 2.40 2.20  O19 1.056
17 H -0.01 -0.76 -5.11  O25 1.034
18 H 2.66 2.16 -2.78  O47 0.983
19 O -0.09 3.11 1.71  H16 1.056, H40 0.945
20 H -4.32 0.23 2.84  O51 0.949
21 H -2.29 -2.10 1.69  O56 0.997
22 O -2.60 2.95 -0.90  H31 0.962, H32 0.977
23 H -1.09 -4.05 -2.11  O5 0.981
24 O 3.84 1.04 -0.49  H29 0.855, H39 0.968
25 O -0.83 -0.36 -4.62  H8 0.948, H17 1.034
26 H 1.37 -1.95 -2.69  O2 1.013
27 H -0.71 -2.17 2.18  O56 1.092
28 H 0.27 -1.70 0.27  O42 0.949
29 H 4.20 1.08 0.29  O24 0.855
30 H 3.86 1.43 -3.02  O47 0.963
31 H -2.07 2.96 -0.10  O22 0.962
32 H -2.05 2.55 -1.61  O22 0.977
33 H -1.94 -0.13 1.56  O1 0.916
34 H 2.23 -0.83 -2.34  O2 0.892
35 O 1.23 -1.39 1.52  H11 0.939, H43 1.030
36 H 0.12 -1.14 -1.02  O42 0.927
37 H 0.15 3.85 -2.76  O4 0.928
38 O 0.20 -1.53 3.82  H10 0.999, H14 1.150
39 H 3.56 1.96 -0.60  O24 0.968
40 H -0.59 3.51 2.40  O19 0.945
41 H -3.44 -3.28 0.47  O15 1.036
42 O -0.41 -1.53 -0.37  H28 0.949, H36 0.927
43 H 0.98 -1.90 2.38  O35 1.030
44 H 2.94 -2.90 -0.35  O13 0.873
45 O 1.05 1.18 2.80  H55 0.893
46 O 2.07 2.50 0.61  H7 0.972, H53 0.908
47 O 3.28 2.02 -3.52  H18 0.983, H30 0.963
48 H -3.72 1.32 1.85  O51 0.900
49 H -0.86 0.98 1.53  O1 0.964
50 H -0.74 -2.79 -1.31  O5 1.059
51 O -4.41 0.80 2.09  H20 0.949, H48 0.900
52 O -2.63 -0.83 -0.27  H3 0.996, H9 1.057
53 H 1.80 2.25 1.43  O46 0.908
54 H 0.70 2.64 -1.98  O4 0.928
55 H 1.78 1.20 3.30  O45 0.893
56 O -1.72 -2.53 2.40  H21 0.997, H27 1.092

Summary:
**HOMO-LUMO gap**: 9.028 eV
**E_LUMO**: 2.35 eV
**Charge**: -1

***

# 3
# H3IN2O2S

A cluster of 2 separate species, H3IN2O2S in total in a non-equilibrium geometry (ωB97M-V/def2-TZVPD, the OMol25 dataset).

Each atom is followed by the atoms it is bonded to, with distances in Å.
CARTESIAN COORDINATES (ANGSTROEM)
1 H 1.77 -1.12 -1.23  N3 1.009
2 H 1.64 -1.45 0.33  N3 0.979
3 N 1.88 -0.75 -0.30  H1 1.009, H2 0.979
4 N -1.34 0.34 0.90  I5 1.999, H8 1.038, S9 1.715
5 I -2.01 -1.32 0.01  N4 1.999, S9 2.929
6 O -1.08 1.22 -1.47  S9 1.420
7 O 0.34 2.12 0.31  S9 1.383
8 H -0.88 -0.08 1.73  N4 1.038
9 S -0.32 1.06 -0.28  N4 1.715, I5 2.929, O6 1.420, O7 1.383

Summary:
**HOMO-LUMO gap (spin up / spin down)**: 8.485 / 7.485 eV
**Multiplicity**: 3
**E_LUMO (spin up / spin down)**: -0.54 / -2.48 eV

***

# 4
# H3INP

A cluster of 2 separate species, H3INP in total in a non-equilibrium geometry (ωB97M-V/def2-TZVPD, the OMol25 dataset).

Each atom is followed by the atoms it is bonded to, with distances in Å.
CARTESIAN COORDINATES (ANGSTROEM)
1 N 0.08 -0.02 -0.35  H4 1.007, P6 1.538
2 I 1.92 3.24 0.39  H3 1.653
3 H 0.88 2.09 0.96  I2 1.653
4 H 0.03 -0.67 -1.11  N1 1.007
5 H -1.25 -1.54 0.58  P6 1.416
6 P -0.62 -0.34 0.98  N1 1.538, H5 1.416

Summary:
**SMILES string**: [H]/N=P\[H].I
**HOMO-LUMO gap**: 9.080 eV
**E_LUMO**: -0.51 eV

***

# 5
# H3INPS

A cluster of 2 separate species, H3INPS in total in a non-equilibrium geometry (ωB97M-V/def2-TZVPD, the OMol25 dataset).

Each atom is followed by the atoms it is bonded to, with distances in Å.
CARTESIAN COORDINATES (ANGSTROEM)
1 N 1.77 -0.83 -0.13  P3 1.679, S4 1.774, H7 1.107
2 I -4.17 0.57 -0.15  H5 1.576
3 P 1.11 0.65 -0.57  N1 1.679, S4 2.133, H6 1.457
4 S 3.18 0.21 -0.35  N1 1.774, P3 2.133
5 H -4.34 0.06 1.34  I2 1.576
6 H 0.61 0.94 0.77  P3 1.457
7 H 1.84 -1.61 -0.91  N1 1.107

Summary:
**SMILES string**: [nH]1[pH]s1.I
**HOMO-LUMO gap**: 8.891 eV
**E_LUMO**: 0.08 eV

***

# 6
# H3ISi

The molecule H3ISi in a non-equilibrium geometry (ωB97M-V/def2-TZVPD, the OMol25 dataset).

Each atom is followed by the atoms it is bonded to, with distances in Å.
CARTESIAN COORDINATES (ANGSTROEM)
1 I 2.30 0.03 0.02  Si2 2.457
2 Si -0.15 -0.08 0.03  I1 2.457, H3 1.677, H4 1.525, H5 1.604
3 H -0.92 1.39 -0.18  Si2 1.677
4 H -0.62 -0.47 1.42  Si2 1.525
5 H -0.61 -0.87 -1.29  Si2 1.604

Summary:
**SMILES string**: [SiH3]I
**HOMO-LUMO gap**: 10.168 eV
**E_LUMO**: 0.25 eV

***

# 7
# H3N

The molecule H3N in a non-equilibrium geometry (ωB97M-V/def2-TZVPD, the OMol25 dataset).

Each atom is followed by the atoms it is bonded to, with distances in Å.
CARTESIAN COORDINATES (ANGSTROEM)
1 N 0.03 -0.01 -0.18  H2 1.013, H3 1.047, H4 0.940
2 H -0.73 -0.64 0.05  N1 1.013
3 H 1.03 -0.19 0.07  N1 1.047
4 H -0.33 0.83 0.05  N1 0.940

Summary:
**SMILES string**: N
**HOMO-LUMO gap**: 11.024 eV
**E_LUMO**: 1.33 eV

***

The following total energy values (in eV) correspond, in order, to the records above: -39501.665, -39501.848, -26054.551, -18926.571, -29761.768, -16026.670, -1538.450.
The following ΔE to the lowest compared entry with this formula, charge and spin values (in kcal/mol) correspond, in order, to the records above: 152.6, 148.4, 0.1, 42.2, 7.9, 13.0, 8.1.